(1)
C18H20N2O4PdS | the ωB97M-V functional and the def2-TZVPD basis

The calculation puts the energy above the lowest of the compared OMol25 structures with the same formula, charge and spin at 11.5 kcal per mole. Its LUMO energy is 0.423 eV. As for the orbital gap: 8.2 eV. The calculation puts the HOMO energy at -0.284 Eh. The largest force on an atom comes out at 0.282 eV/Å.

The geometry in ORCA input format:
```
! RIJCOSX wB97M-V def2-TZVPD def2/J DEFGRID3
* xyz 0 1
H -3.1634 4.0870 -1.4471
H 1.0331 -1.9789 -1.0917
C -0.6222 1.1408 -3.6515
C 2.8479 -4.2058 1.9410
H 4.6110 -3.9423 3.1357
H -0.7029 0.3025 -4.3437
C -0.7109 -0.8509 1.9553
O -1.5616 -1.2043 -0.5655
C -2.9884 3.0789 -1.8067
H 3.1617 -0.4527 1.1282
C -2.0051 1.7635 -3.4820
H 0.0516 -1.2819 2.6072
C 1.0114 -1.5717 -0.0779
H 1.8117 3.0542 2.1395
N -0.0971 0.7622 -2.3339
H 1.5149 0.6078 2.3942
C -1.6026 1.4212 1.3228
C -0.5160 0.6181 1.7475
O -4.1640 -1.1366 -2.4055
C 3.0677 -1.5063 1.3631
C 1.9210 -3.5971 1.1086
H -3.8235 2.3801 -1.7736
C -1.4772 2.8318 1.2992
C 3.9992 -2.1160 2.1912
C 0.6918 1.2149 2.0370
H -1.6896 -1.0613 2.3899
N -1.9836 2.8872 -2.6612
H 2.7601 -5.2620 2.1599
H -0.5265 -0.1022 -2.0092
H 4.8131 -1.5345 2.6043
C 3.8875 -3.4663 2.4872
C 2.0179 -2.2376 0.8170
H 0.0285 1.9017 -4.0844
C 0.8526 2.6053 1.9155
O -2.1887 -1.6806 -3.4877
H -0.1006 4.4796 1.5473
H 1.1489 -0.4897 -0.1296
H 1.1173 -4.1834 0.6796
H -2.5820 0.9658 1.2376
H 0.9059 0.6377 -2.3636
C -0.2130 3.4035 1.5724
H -2.3583 3.4583 1.2759
Pd -1.3158 2.1994 -0.8003
O -2.9887 1.3356 -4.0469
S -0.7001 -1.8803 0.4477
C -3.1730 -1.3946 -2.9427
*
```


(2)
C18H20N2O6S | the ωB97M-V functional and the def2-TZVPD basis

The calculation puts the energy above the lowest of the compared OMol25 structures with the same formula, charge and spin at 25.5 kcal per mole. Its LUMO energy is 0.394 eV. As for the SMILES: COC(=O)COc1ccc(S(=O)(=O)Nc2ccc(NC(C)=O)cc2)cc1C. As for the orbital gap: 8.8 eV. The calculation puts the HOMO energy at -0.309 Eh. The largest force on an atom comes out at 0.983 eV/Å.

The geometry in ORCA input format:
```
! RIJCOSX wB97M-V def2-TZVPD def2/J DEFGRID3
* xyz 0 1
O -4.8666 0.2465 -0.3399
C 1.0923 -1.5759 -1.3068
C -2.4401 0.3049 0.7811
H 4.8039 -3.0222 0.2756
C -0.1003 1.5237 1.5572
H -0.4758 4.2554 1.1527
C 4.5996 1.3873 -1.0841
H 3.9822 0.8163 -1.7797
O -3.9814 -1.8390 0.6264
C -0.4043 0.2467 2.0154
H 5.0055 -1.8477 -1.0339
H -1.4742 4.0340 -0.2978
H -2.8733 2.0804 -0.3010
O 4.0445 1.3361 0.2250
H 3.0039 1.9874 2.3967
O 2.5472 -1.5820 1.1084
H 5.1204 -1.3384 0.6687
C -1.5834 -0.3645 1.6304
H 0.2848 -0.2829 2.6543
C -1.0080 2.2311 0.7531
H -1.1369 0.2506 -3.0689
C -0.7599 -0.4701 -2.3583
H 0.5919 -3.0196 0.1885
O 2.0088 1.7107 -0.6324
H -1.8524 -2.6816 -0.0601
C 2.2668 1.4863 1.7658
H 2.2074 0.4280 2.0503
H 5.5992 0.9668 -1.0124
H 1.2808 -0.1301 -2.8797
C -2.1684 1.5903 0.3535
C -1.6464 -1.1611 -1.5372
C 3.1219 -1.7473 0.0519
C -1.1518 -2.1144 -0.6500
O 1.0509 2.1761 1.9205
C 0.2077 -2.3091 -0.5250
C 2.7246 1.5304 0.3149
H -3.3064 -0.2013 -2.2151
C -0.6690 3.6125 0.2966
N -3.0136 -0.8939 -1.5415
C 4.6123 -1.9955 -0.0323
H 3.0401 -1.7215 -1.9924
H -1.8448 -1.3493 1.9791
H 0.2410 3.5742 -0.3006
C 0.6001 -0.6853 -2.2520
N 2.4866 -1.7416 -1.1488
H 4.6492 2.4226 -1.4274
S -3.7471 -0.5931 -0.0340
*
```


(3)
C18H20N3O6 | the ωB97M-V functional and the def2-TZVPD basis

Its LUMO energy is 1.489 eV. As for the orbital gap: 3.1 eV. The calculation puts the HOMO energy at -0.059 Eh. The largest force on an atom comes out at 7.311 eV/Å.

The geometry in ORCA input format:
```
! RIJCOSX wB97M-V def2-TZVPD def2/J DEFGRID3
* xyz -1 1
O 1.0057 3.5325 -1.6906
O 2.8655 3.0795 -0.6184
H 0.7602 -0.7612 -1.8260
H -4.8768 -2.9111 7.0510
C 5.1530 4.5903 -3.7173
H 0.9793 1.0871 -1.5207
H -0.5622 -2.2686 0.5207
N -3.8981 -2.7952 1.8019
C -3.8898 -3.9895 3.9768
C -4.9176 -1.7192 5.2559
H -3.2167 -1.5904 -1.1965
C -4.1510 -4.0150 5.3482
H -4.8584 -0.7654 3.3322
H 2.2412 -3.7892 -0.9152
C -4.6578 -1.6807 3.8847
H 3.0641 0.6002 -0.5633
C 2.3426 -0.2573 -0.2251
H 1.2672 4.6551 -3.8641
N 2.2410 3.5295 -1.5907
C -0.2975 0.0443 0.1557
H 2.1276 -0.2599 0.9301
O 3.8700 -1.7756 -1.6541
H 4.9477 3.6657 -1.7893
O -3.4802 -3.8335 1.2697
O -1.4876 -1.9476 -2.4182
H -3.9558 -4.9181 5.9222
H -2.0217 -1.1797 1.0062
C -1.1973 -1.3259 0.1556
C -4.1493 -2.8212 3.2479
H 5.0703 5.5157 -5.6618
C -4.6673 -2.8841 5.9830
C 4.4936 5.1205 -4.8273
O -4.1225 -1.7370 1.1957
C 2.3537 4.6310 -3.8111
C -2.0234 -1.6172 -1.2302
H 2.3163 -3.1829 0.7046
H 6.2404 4.5756 -3.6876
H -5.3187 -0.8414 5.7581
C 2.8411 -1.7392 -0.7977
H -3.4906 -4.8802 3.4962
C 3.0183 4.0924 -2.7013
C 4.4189 4.0754 -2.6471
H 2.5920 5.5632 -5.7414
C 3.0986 5.1456 -4.8741
C 0.8903 0.0313 -0.9746
H -1.0432 0.9138 -0.1634
N 2.0853 -2.9625 -0.2892
*
```